Record 1
C3H5NS2 | wB97M-V/def2-TZVPD

Last column: Mulliken charge in e.
Element x y z (Å)
C: -0.3735 -0.4668 -0.5934  0.41
C: -0.8493 0.8462 -0.2151  -0.23
C: -0.1156 1.9749 0.0524  -0.71
H: 0.8568 -3.3966 1.0223  0.14
H: 0.9929 -0.4565 1.0526  0.30
H: -1.9943 0.8602 -0.2017  0.28
H: -0.5397 2.9192 0.0569  0.31
H: 0.9308 1.9344 0.4514  0.19
N: 0.5833 -0.9999 0.3290  -0.29
S: 1.6574 -2.2355 0.0073  -0.17
S: -1.1486 -0.9796 -1.9617  -0.23

- HOMO level: -8.6 eV
- Lowest unoccupied orbital energy: -0.0159 Ha
- E: -26349.3463 eV
- ΔE to the lowest compared entry with this formula, charge and spin: 326.8 kJ/mol

Record 2
C4H3BrO | wB97M-V/def2-TZVPD

Last column: Mulliken charge in e.
Element x y z (Å)
C: 0.3090 -0.6909 -0.3739  -0.18
C: 2.7461 -0.7320 -0.6324  -0.24
C: 1.6159 -1.4758 -0.0880  0.63
C: -0.0777 0.4454 0.1806  -0.59
O: 1.6920 -2.6580 0.1054  -0.50
Br: 3.6758 0.4092 0.3898  0.06
H: -0.4634 -1.2125 -0.8443  0.33
H: 0.4099 1.1989 0.7684  0.26
H: -1.1124 0.7395 -0.0344  0.23

- HOMO level: -9.1 eV
- Lowest unoccupied orbital energy: -0.0481 Ha
- E: -76281.7472 eV
- ΔE to the lowest compared entry with this formula, charge and spin: 304.4 kJ/mol